1.
One molecule with the formula C6H9N. Source: the Open Molecules 2025 dataset; level of theory: ωB97M-V/def2-TZVPD.

Calculated values
Gap between HOMO and LUMO, eV: 9.655

Positions of all 16 atoms, in Å:
C (-2.579, -0.465, 0.206)
C (-1.163, 0.003, 0.130)
C (-0.694, 1.257, 0.042)
C (0.777, 1.159, -0.201)
C (0.987, -0.322, -0.040)
C (2.344, -0.952, -0.030)
N (-0.117, -0.972, 0.082)
H (-2.657, -1.350, 0.844)
H (-3.234, 0.325, 0.587)
H (-2.923, -0.744, -0.798)
H (-1.266, 2.177, 0.075)
H (1.435, 1.807, 0.385)
H (2.274, -2.011, -0.284)
H (3.032, -0.451, -0.720)
H (2.780, -0.857, 0.973)
H (1.006, 1.397, -1.251)

=====

2.
An isolated ion of composition C6H9N and charge +1. Source: the Open Molecules 2025 dataset; level of theory: ωB97M-V/def2-TZVPD.

Calculated values
Net charge: +1
Gap between HOMO and LUMO (alpha / beta), eV: 10.832 / 7.449
2S+1: 2

Positions of all 16 atoms, in Å:
C (0.446, 0.522, -2.487)
C (0.229, 0.073, -1.091)
C (-0.926, -0.748, -0.837)
N (-1.041, -0.823, 0.507)
C (-0.005, -0.189, 1.135)
C (0.849, 0.324, 0.131)
C (0.081, 0.037, 2.580)
H (0.899, 1.506, -2.616)
H (1.315, -0.019, -2.923)
H (-0.381, 0.316, -3.148)
H (-1.790, -1.009, -1.427)
H (-1.828, -1.225, 0.991)
H (1.841, 0.715, 0.272)
H (-0.461, 0.972, 2.799)
H (-0.350, -0.667, 3.278)
H (1.124, 0.214, 2.835)

=====

3.
An isolated ion of composition C6H9N2 and charge +1. Source: the Open Molecules 2025 dataset; level of theory: ωB97M-V/def2-TZVPD.

Calculated values
Net charge: +1
Gap between HOMO and LUMO (alpha / beta), eV: 7.517 / 7.691

Positions of all 17 atoms, in Å:
C (-1.382, -1.105, -0.501)
C (-0.686, -0.099, -1.065)
C (-0.315, 0.581, 1.604)
C (2.543, 1.134, -1.378)
C (1.269, 1.286, -0.938)
C (-0.983, -1.570, 0.808)
N (0.524, 0.156, -0.519)
N (-1.007, -0.445, 1.768)
H (-2.357, -1.529, -0.920)
H (-1.160, 0.432, -1.906)
H (-0.190, 1.571, 2.139)
H (3.026, 2.049, -1.928)
H (3.176, 0.258, -1.145)
H (0.728, 2.136, -0.937)
H (-1.545, -2.337, 1.285)
H (0.016, -1.917, 0.984)
H (-1.658, -0.601, 2.648)

=====

4.
A 2-piece molecular cluster, C6H9N2O2 overall. Source: the Open Molecules 2025 dataset; level of theory: ωB97M-V/def2-TZVPD.

Calculated values
Net charge: -1
Gap between HOMO and LUMO, eV: 8.210

Positions of all 19 atoms, in Å:
C (1.302, -3.672, -1.615)
C (-0.813, -1.116, -0.320)
C (1.292, -1.562, -0.076)
C (0.732, -2.467, -0.918)
N (0.287, -0.723, 0.350)
N (-0.610, -2.182, -1.058)
H (0.512, 0.262, 0.608)
H (-1.775, -0.629, -0.248)
H (2.306, -1.413, 0.258)
H (1.927, -3.399, -2.468)
H (0.481, -4.259, -1.982)
H (1.935, -4.241, -0.931)
C (-0.650, 3.184, -0.421)
C (-0.611, 2.724, 1.063)
O (0.210, 1.789, 1.278)
O (-1.354, 3.270, 1.885)
H (-1.004, 4.209, -0.527)
H (-1.292, 2.487, -0.954)
H (0.376, 3.133, -0.787)

=====

5.
C6H9N2O2 as an isolated structure. Source: the Open Molecules 2025 dataset; level of theory: ωB97M-V/def2-TZVPD.

Calculated values
Net charge: -1
Gap between HOMO and LUMO, eV: 8.234

Positions of all 19 atoms, in Å:
C (-2.662, 1.138, -2.825)
C (-1.628, -0.271, 0.303)
C (-0.681, 0.946, -1.182)
C (-1.960, 0.633, -1.592)
N (-0.475, 0.367, 0.031)
N (-2.555, -0.136, -0.639)
H (0.617, 0.464, 0.650)
H (-1.808, -0.739, 1.266)
H (0.093, 1.543, -1.642)
H (-3.074, 2.129, -2.643)
H (-3.526, 0.520, -3.066)
H (-1.949, 1.102, -3.652)
C (1.707, -1.812, 1.119)
C (2.381, -0.490, 1.472)
O (1.623, 0.552, 1.342)
O (3.550, -0.454, 1.826)
H (0.638, -1.784, 1.299)
H (2.235, -2.639, 1.590)
H (1.926, -2.024, 0.070)

=====

6.
A 2-piece molecular cluster, C6H9N2O2 overall. Source: the Open Molecules 2025 dataset; level of theory: ωB97M-V/def2-TZVPD.

Calculated values
Net charge: -1
Gap between HOMO and LUMO, eV: 6.628

Positions of all 19 atoms, in Å:
C (-1.772, 1.779, 1.329)
C (-1.888, 0.457, 0.868)
C (-1.305, -1.357, -0.184)
C (-2.209, -0.690, 1.655)
N (-1.565, -0.108, -0.358)
N (-2.072, -1.792, 0.908)
H (-0.678, -1.895, -0.927)
H (-2.717, 2.331, 1.487)
H (-1.414, 2.483, 0.549)
H (-2.186, -2.650, 1.265)
H (-2.665, -0.754, 2.623)
H (-1.186, 1.786, 2.282)
C (3.401, 0.560, -1.935)
C (2.724, -0.670, -1.390)
O (1.775, -0.349, -0.706)
O (3.073, -1.865, -1.512)
H (3.288, 0.644, -3.065)
H (4.401, 0.612, -1.468)
H (2.997, 1.476, -1.421)

=====

7.
A 2-piece molecular cluster, C6H9N2O2 overall. Source: the Open Molecules 2025 dataset; level of theory: ωB97M-V/def2-TZVPD.

Calculated values
Net charge: -1
Gap between HOMO and LUMO, eV: 6.662

Positions of all 19 atoms, in Å:
C (-1.580, 1.544, 2.392)
C (-0.090, 1.675, 2.908)
O (0.547, 0.603, 3.024)
O (0.247, 2.828, 3.242)
H (-1.644, 2.174, 1.511)
H (-2.219, 1.715, 3.253)
H (-1.715, 0.488, 2.159)
C (1.367, -0.703, 0.156)
C (0.676, -0.787, -1.150)
C (0.298, -0.227, -3.206)
C (-0.087, -1.782, -1.696)
N (0.945, 0.148, -2.131)
N (-0.326, -1.413, -3.002)
H (0.523, 0.227, -4.159)
H (2.363, -1.146, 0.141)
H (0.809, -1.176, 0.960)
H (-1.053, -1.813, -3.569)
H (-0.588, -2.667, -1.341)
H (1.528, 0.314, 0.510)

=====

8.
A 2-piece molecular cluster, C6H9N2O2 overall. Source: the Open Molecules 2025 dataset; level of theory: ωB97M-V/def2-TZVPD.

Calculated values
Net charge: -1
Gap between HOMO and LUMO, eV: 8.419

Positions of all 19 atoms, in Å:
C (1.538, 3.002, 1.372)
C (0.962, 1.768, 2.120)
O (-0.090, 1.991, 2.748)
O (1.589, 0.670, 2.070)
H (1.117, 2.976, 0.366)
H (2.621, 3.120, 1.369)
H (1.164, 3.857, 1.934)
C (-2.213, -1.854, -2.138)
C (-0.875, -0.773, -0.188)
C (-1.048, -1.579, -1.275)
C (0.982, -1.814, -0.635)
N (0.415, -0.934, 0.219)
N (0.144, -2.224, -1.558)
H (-1.454, 0.063, 0.171)
H (0.899, -0.463, 1.010)
H (-2.008, -1.962, -3.202)
H (-2.932, -1.021, -2.120)
H (2.004, -2.127, -0.483)
H (-2.816, -2.693, -1.780)

=====

9.
C6H9N2O2 as an isolated structure. Source: the Open Molecules 2025 dataset; level of theory: ωB97M-V/def2-TZVPD.

Calculated values
Net charge: +1
Gap between HOMO and LUMO, eV: 7.262

Positions of all 19 atoms, in Å:
C (-0.336, -1.674, 2.128)
C (-1.641, -0.579, 0.712)
C (0.439, -0.986, 1.238)
C (-0.667, 1.552, -1.709)
C (1.966, -0.857, 1.129)
C (0.320, 2.165, -2.781)
N (-1.633, -1.466, 1.715)
N (-0.366, -0.312, 0.369)
O (-1.835, 1.516, -1.735)
O (0.164, 0.719, -1.043)
H (-0.136, -2.463, 2.953)
H (-2.319, -0.182, -0.022)
H (2.483, -1.917, 1.145)
H (2.153, -0.236, 0.287)
H (2.474, -0.393, 2.085)
H (1.234, 2.414, -2.251)
H (-0.311, 2.974, -3.027)
H (0.442, 1.414, -3.524)
H (-2.431, -1.688, 2.329)

=====

10.
An isolated ion of composition C6H9N2OS and charge +1. Source: the Open Molecules 2025 dataset; level of theory: ωB97M-V/def2-TZVPD.

Calculated values
Net charge: +1
Gap between HOMO and LUMO, eV: 8.000

Positions of all 19 atoms, in Å:
C (-0.455, 0.168, 0.744)
C (-0.812, -0.702, -0.493)
C (1.742, 0.636, 1.857)
C (0.711, 1.653, 2.111)
C (-0.418, -1.199, -2.923)
C (0.147, -0.473, -1.645)
N (0.631, 0.925, 0.918)
N (-1.267, 0.131, 1.839)
O (-1.845, -1.316, -0.455)
S (-0.882, 1.152, 3.148)
H (2.613, 0.945, 1.410)
H (1.607, -0.402, 2.168)
H (0.881, 2.779, 2.042)
H (-1.269, -0.622, -3.033)
H (0.183, -0.991, -3.735)
H (-0.769, -2.223, -2.928)
H (0.345, 0.530, -1.715)
H (1.111, -0.930, -1.154)
H (-2.255, -0.062, 1.844)

=====

11.
One molecule with the formula C6H9N2P. Source: the Open Molecules 2025 dataset; level of theory: ωB97M-V/def2-TZVPD.

Calculated values
Gap between HOMO and LUMO, eV: 8.085

Positions of all 18 atoms, in Å:
C (-2.573, -0.201, 0.929)
C (-1.708, -0.953, 1.701)
C (-2.085, 0.261, -0.334)
C (-0.400, -1.217, 1.355)
C (-0.709, 0.243, -0.497)
C (0.128, -0.492, 0.342)
N (2.194, 1.469, -2.121)
N (2.550, 0.847, -0.964)
P (1.907, -0.186, 0.015)
H (-3.633, -0.029, 1.327)
H (-2.313, -1.422, 2.483)
H (-2.702, 0.707, -1.147)
H (0.093, -1.901, 1.989)
H (-0.337, 0.681, -1.366)
H (2.700, 1.140, -2.976)
H (2.100, 2.457, -2.034)
H (2.361, 0.145, 1.278)
H (2.428, -1.549, 0.020)

=====

12.
An isolated ion of composition C6H9N2P2 and charge +1. Source: the Open Molecules 2025 dataset; level of theory: ωB97M-V/def2-TZVPD.

Calculated values
Net charge: +1
Gap between HOMO and LUMO, eV: 8.185

Positions of all 19 atoms, in Å:
C (2.892, 0.759, -0.232)
C (3.014, -0.531, -0.096)
C (0.371, 0.718, 0.295)
C (0.395, -0.728, 0.367)
C (-1.035, 1.243, 0.615)
C (-1.791, -0.996, -0.433)
N (-0.878, -1.303, 0.651)
N (-2.011, 0.536, -0.392)
P (1.534, 1.860, -0.044)
P (1.745, -1.742, 0.070)
H (3.823, 1.362, -0.371)
H (3.946, -0.973, -0.167)
H (-1.241, 0.781, 1.643)
H (-1.093, 2.282, 0.605)
H (-1.415, -1.021, -1.404)
H (-2.648, -1.605, -0.409)
H (-0.658, -2.361, 0.756)
H (-3.031, 0.687, -0.098)
H (-1.921, 1.032, -1.357)

=====

Values of M, in order: 95.1; 95.1; 109.2; 141.2; 141.2; 141.2; 141.2; 141.2; 141.2; 157.2; 140.1; 171.1, all in Da.